Entry 1:
DFT (wB97M-V/def2-TZVPD) results for a 2-piece molecular cluster, C14H25NO4 overall at a distorted geometry.

* 2S+1: 1
* total energy: -903.9745 a.u.
* energy relative to the best compared isomer or geometry (same formula, charge and spin): 127.51 kcal/mol
* LUMO: 0.75 eV
* structure (SMILES): CCN[C@@H]1C[C@@H](CC(C)C)C(=O)O1.O=C1CCCO1
* gap between HOMO and LUMO: 10.03 eV

Each line ends with the natural charge from an NBO analysis.
Cartesian coordinates (Å):
O 4.26384 -0.37956 0.45707  -0.560
O -0.53984 -2.68210 -0.14651  -0.567
O 3.81919 0.38271 2.56700  -0.487
O -2.72458 -1.84119 -0.76810  -0.549
N -4.82476 -0.78551 -1.85654  -0.647
C 0.52201 0.84231 -0.90961  -0.220
C -1.25756 -1.94629 -1.00236  0.796
C 4.64073 0.09892 1.51404  0.787
C 0.36059 0.00119 -2.30674  -0.407
C 1.19726 -0.01245 0.33193  -0.639
C 4.57512 1.02963 3.58966  -0.070
C -0.86048 -1.08744 -2.33800  -0.347
C 6.04861 0.50233 1.83236  -0.529
C -5.56828 -0.04108 -0.76544  -0.225
C -3.32812 -0.80913 -1.62935  0.239
C -0.85966 1.62998 -0.43019  -0.648
C -5.28528 -0.57997 0.75617  -0.657
C -2.33315 -0.67307 -2.93532  -0.435
C 6.00707 0.63876 3.33338  -0.430
H 6.26659 1.45564 1.34297  0.238
H -5.33309 1.12883 -0.77317  0.203
H -0.51462 -1.91276 -3.12827  0.257
H 6.75932 -0.26580 1.51886  0.247
H 0.10552 0.80853 -3.14851  0.216
H 1.50747 -1.05991 -0.12521  0.238
H 6.72744 1.36062 3.72725  0.223
H -0.56422 2.68497 0.02666  0.225
H -5.12284 -1.78244 -1.93357  0.370
H -6.72870 -0.21845 -0.98149  0.207
H -1.41404 1.00043 0.41080  0.212
H 4.41844 2.11043 3.50916  0.177
H 2.08722 0.52881 0.86510  0.236
H -6.13060 -0.11228 1.45472  0.217
H -4.19280 -0.27567 1.10896  0.221
H 1.40919 -0.45763 -2.64609  0.240
H 6.21476 -0.33363 3.79633  0.211
H 1.29849 1.71835 -1.14595  0.205
H -1.56261 1.79323 -1.37057  0.207
H -2.41314 0.29272 -3.60158  0.245
H -3.15926 0.16480 -1.00241  0.164
H -2.67686 -1.58715 -3.61859  0.213
H 4.23000 0.69359 4.57180  0.200
H 0.29594 -0.25720 1.07419  0.204
H -5.36035 -1.76607 0.77518  0.219

***

Entry 2:
DFT (wB97M-V/def2-TZVPD) results for C14H26AsF6Hg2O12S3 as an isolated structure at a distorted geometry.

* 2S+1: 1
* total energy: -5787.9313 a.u.
* energy relative to the best compared isomer or geometry (same formula, charge and spin): 93.63 kcal/mol
* total charge: +1
* LUMO: -8.65 eV
* gap between HOMO and LUMO: 3.57 eV

Each line ends with the natural charge from an NBO analysis.
Cartesian coordinates (Å):
Hg 14.64824 29.05531 10.08188  1.632
Hg 19.43147 32.62352 10.07712  1.658
As 20.09260 32.89523 6.08186  2.825
S 15.13883 26.85805 7.10454  2.126
S 21.05849 26.09553 6.86944  2.116
S 22.58414 31.16122 9.20335  2.127
F 19.87125 31.19598 5.86519  -0.634
F 20.09615 33.08828 4.32013  -0.612
F 20.18211 34.66022 6.41177  -0.615
F 20.07359 32.72191 7.86470  -0.696
F 21.81350 32.70436 6.08531  -0.605
F 18.32906 33.17262 5.97825  -0.637
O 23.38511 32.23295 8.68358  -0.875
O 21.19785 31.21827 9.61482  -1.032
O 18.39413 30.74565 9.02737  -0.735
O 17.77545 33.62297 8.72611  -0.759
O 20.46754 26.51700 8.12641  -0.939
O 15.66170 33.05359 8.94523  -0.700
O 14.84482 27.27630 8.50693  -1.075
O 18.17848 28.81370 7.98148  -0.668
O 22.12663 25.09168 6.97736  -0.934
O 16.19569 25.92486 6.89044  -0.861
O 17.07626 32.60962 10.60193  -0.747
O 16.52684 29.62451 9.21044  -0.896
C 23.99866 28.86989 8.74647  -0.415
C 23.55345 30.48476 10.61821  -0.632
C 15.27016 28.36756 6.04890  -0.614
C 17.72912 29.71344 8.82316  1.018
C 14.39097 28.14967 4.85139  -0.432
C 20.61209 25.70726 4.30542  -0.411
C 13.22008 27.14383 5.15286  -0.400
C 13.55690 26.31014 6.36563  -0.649
C 21.15536 27.18805 4.28220  -0.404
C 21.64147 27.44808 5.74319  -0.652
C 23.81499 28.99429 10.30829  -0.396
C 19.85207 25.55637 5.64490  -0.659
C 22.89995 29.66758 8.08992  -0.614
C 16.79796 33.08648 9.46869  0.936
H 24.50920 30.99542 10.51450  0.252
H 22.85172 28.54366 10.55622  0.208
H 21.51565 25.09646 4.36803  0.229
H 23.04093 29.83320 7.02522  0.273
H 13.89393 29.00907 4.40410  0.253
H 12.95618 26.56223 4.27440  0.245
H 12.82746 26.55207 7.13512  0.249
H 23.89982 27.83892 8.41025  0.243
H 22.96578 30.67166 11.51249  0.242
H 14.91027 27.73090 3.98717  0.232
H 17.30204 33.81696 7.88739  0.562
H 19.41863 24.58649 5.87898  0.265
H 22.70325 27.51432 5.96990  0.249
H 20.01805 25.35008 3.46821  0.234
H 13.64810 25.26625 6.07326  0.274
H 21.85808 27.55468 3.53825  0.247
H 22.00526 29.05893 8.25408  0.228
H 19.03997 26.28216 5.74006  0.222
H 24.68664 28.64275 10.85055  0.241
H 12.37580 27.78581 5.40408  0.215
H 18.93395 29.16337 7.48670  0.526
H 21.12597 28.34737 6.08341  0.233
H 14.85412 29.13135 6.70509  0.234
H 16.34103 28.43788 5.87349  0.277
H 20.22977 27.71275 4.03093  0.208
H 25.00072 29.27046 8.58797  0.219

***

Entry 3:
DFT (wB97M-V/def2-TZVPD) results for C14H26BaN4OP2 as an isolated structure at a distorted geometry.

* 2S+1: 2
* total energy: -1551.2174 a.u.
* expectation value of S²: 0.78
* energy relative to the best compared isomer or geometry (same formula, charge and spin): 8.60 kcal/mol
* total charge: +1
* LUMO (spin up / spin down): -2.77 / -5.65 eV
* gap between HOMO and LUMO (spin up / spin down): 6.87 / 3.99 eV

Each line ends with the Mulliken spin population.
Cartesian coordinates (Å):
Ba -0.93322 0.39551 0.20285  0.000
P -0.45836 3.68207 -0.05652  0.001
P -3.32749 -2.10653 0.69743  0.017
O -1.52469 -0.12276 -2.33315  -0.004
N 1.25977 0.54896 -1.22429  0.006
N 1.52697 -0.04427 6.69098  0.000
N 0.70094 -0.06975 2.53485  -0.001
N 0.05237 -1.80505 -1.07008  0.421
C -1.12825 -0.27181 -4.70193  0.000
C 1.99073 -0.52840 -1.87831  0.009
C -1.99649 1.83065 -3.52649  0.001
C 1.63273 1.81142 -1.35077  -0.002
C 1.27008 -0.05852 5.34451  0.000
C 0.96742 2.98586 -0.89939  0.003
C -0.16552 0.47236 3.43937  -0.001
C -1.09751 0.62013 -3.49670  0.003
C 1.50667 -1.84540 -1.25246  -0.058
C -1.86867 -2.94718 0.02415  0.533
C -0.57360 -2.83011 -0.53427  -0.082
C 0.08106 0.49581 4.81565  0.000
C 1.85307 -0.60344 3.03110  0.000
C 2.15989 -0.61618 4.39149  0.000
H -0.86583 0.31535 -5.58011  0.000
H -1.81826 2.43111 -4.42104  0.000
H 1.61521 3.84780 -1.10921  0.000
H -0.94682 -0.94750 -2.17904  -0.003
H -1.75387 3.19667 -0.57690  0.000
H -2.12213 -0.70119 -4.85205  0.000
H 3.09013 -1.06570 4.74587  0.000
H 1.83792 -0.55499 -2.97227  0.000
H -0.00646 -3.78325 -0.49799  0.019
H -1.84925 2.47351 -2.64789  0.000
H 2.58069 -1.05306 2.34488  0.001
H 2.00281 -1.93569 -0.27001  0.035
H 1.81856 -2.70164 -1.87663  0.022
H 2.39595 -0.44551 7.10241  0.000
H -2.08783 -4.01307 0.17295  0.023
H -1.11107 0.91472 3.09189  0.001
H -3.60862 -0.97271 -0.17787  0.014
H -0.06216 0.96479 -3.36340  0.000
H -2.88088 -1.24414 1.80124  0.041
H -0.42187 -1.10240 -4.61890  0.000
H -3.04135 1.50208 -3.51781  0.000
H 3.07315 -0.45264 -1.71735  -0.001
H 2.58132 2.02397 -1.86188  0.000
H -0.65667 0.93837 5.48582  0.000
H 0.91465 0.34693 7.39013  0.000
H -0.60519 3.02488 1.25721  0.000

***

Among the records above, which one has the highest 2S+1? C14H26BaN4OP2

***

Which formula does entry 1 have? C14H25NO4